Entry from the OMol25 dataset: 10 unconnected molecules or ions with the total composition C40H110N10O10 (ωB97M-V with the def2-TZVPD basis set).

Summary:
Maximum force   0.0495 hartree/bohr
Electronic energy   -78632.45121 eV
Total charge   0
LUMO level   0.0158 Eh
Gap between HOMO and LUMO   9.38 eV
Energy relative to the best compared isomer or geometry (same formula, charge and spin)   76.5 kcal/mol
SMILES string   COC[C@H](C)N.COC[C@H](C)N.COC[C@H](C)N.COC[C@H](C)N.COC[C@H](C)N.COC[C@H](C)N.COC[C@H](C)N.COC[C@H](C)N.COC[C@H](C)N.COC[C@H](C)N

Last column: Löwdin charge in e.
Atoms and positions in Å:
O -0.3597 -4.4634 -3.9749  -0.200
O 7.4304 -1.3578 1.0496  -0.188
O -0.1598 5.1894 -1.0431  -0.190
O -5.1339 -1.8696 -2.1011  -0.206
O 1.6433 4.0345 3.0432  -0.167
O 3.6229 -8.3491 0.4727  -0.186
O -3.5180 -1.2556 6.3238  -0.198
O 1.2365 -2.5294 0.8389  -0.219
O 1.1560 1.8432 -3.5047  -0.201
O -4.5566 3.2150 -0.8704  -0.179
N -1.3969 1.5559 -4.8144  0.035
N -2.6514 0.3004 9.5254  0.028
N -3.1735 2.0092 1.0955  0.055
N 1.7982 7.7161 2.7853  0.036
N -0.7092 8.7206 -1.6683  0.023
N 1.2907 -4.0492 -6.2583  0.033
N 4.3535 -3.3469 1.0126  0.037
N 0.0513 0.9069 0.4038  0.072
N 1.3849 -9.8403 1.4427  0.040
N -1.9780 -1.0888 -3.7332  0.041
C -1.9856 3.9618 1.7335  -0.058
C -2.8848 -0.3592 7.2268  -0.213
C -3.2267 3.4821 0.9899  -0.404
C -2.8836 -1.3257 -2.5714  -0.407
C 1.7734 1.1049 -2.4883  -0.109
C -3.4314 3.9350 -0.4472  -0.208
C -0.8800 -3.9237 -5.1795  -0.223
C 1.9124 3.4610 1.7948  -0.126
C 1.1865 5.3971 2.9386  -0.164
C -4.7560 -0.8980 8.8995  -0.052
C 5.5275 -2.6959 0.4043  -0.404
C -0.5725 7.5396 -0.8223  -0.410
C 1.2608 -3.7855 0.1714  -0.079
C 5.1016 -1.8387 -0.8021  -0.046
C 0.6927 -1.4308 0.1477  -0.211
C 0.0019 4.0768 -1.8882  -0.117
C -4.1911 -1.7695 -3.1945  -0.168
C -0.6784 6.3267 -1.7174  -0.209
C 0.9352 1.0903 -4.6807  -0.207
C 0.1239 -0.4240 2.4455  -0.050
C 2.1553 6.3870 2.2779  -0.446
C -1.3664 -4.9901 -3.1397  -0.103
C 0.2138 -3.1009 -5.8260  -0.423
C -4.9597 3.5469 -2.1800  -0.101
C 2.1856 -9.0105 2.3666  -0.449
C -1.6008 7.5122 0.3288  -0.034
C 2.2425 -9.6345 3.7587  -0.070
C 8.1398 -0.5969 1.9875  -0.127
C 3.2298 -7.0184 0.2332  -0.127
C -2.8550 -0.0625 -1.7132  -0.050
C 6.1957 -1.8778 1.5073  -0.213
C -0.1904 -2.3510 -7.0861  -0.075
C 3.5983 -8.6754 1.8578  -0.199
C 0.7303 -0.2221 1.0292  -0.405
C -3.3384 -0.8659 4.9786  -0.114
C 0.0969 3.0187 -6.1168  -0.053
C -6.3184 -2.5857 -2.3572  -0.128
C -0.1491 1.6084 -5.6149  -0.390
C -3.2353 -0.6918 8.6529  -0.436
C 3.6588 6.2085 2.4226  -0.049
H 2.0244 -4.3805 0.6548  0.058
H -0.7217 9.5454 -1.0789  0.070
H 1.0199 5.6161 3.9951  0.131
H 2.5228 -8.8409 4.4586  0.076
H 4.2132 7.0421 1.9940  0.078
H -3.3390 1.8019 2.0725  0.072
H -7.0395 -2.1173 -1.6817  0.086
H -2.3766 -0.1302 10.3957  0.068
H -1.9827 2.3490 -5.0722  0.077
H 1.1813 -4.8282 -5.6034  0.059
H -0.9634 -0.4846 2.5336  0.063
H 0.6666 0.0647 -4.4021  0.101
H 3.7577 -6.2295 0.7893  0.074
H 3.8921 6.0910 3.4811  0.089
H 2.2828 8.4717 2.3244  0.070
H 0.6485 4.3270 -2.7374  0.087
H -3.0429 0.6871 6.9395  0.127
H 0.9231 -9.2582 0.7531  0.062
H -4.1166 3.8372 1.5324  0.138
H -1.8195 0.0943 -1.3930  0.050
H 1.9480 6.2863 1.2007  0.115
H -0.7667 3.4684 -6.6107  0.077
H -2.2457 6.6365 0.3738  0.043
H 2.4276 2.5091 1.9097  0.095
H -1.7183 6.1665 -2.0384  0.126
H -5.3409 -1.3403 8.0944  0.067
H 2.0335 -10.3878 0.8782  0.071
H 1.7690 0.0115 1.2842  0.133
H 0.1972 1.7458 0.9371  0.019
H -0.3695 -3.0521 -7.8980  0.075
H 5.5853 -0.8604 -0.8192  0.075
H -6.7579 -2.4035 -3.3463  0.084
H 0.6352 -2.4418 -5.0572  0.121
H 2.7817 0.7884 -2.8028  0.096
H 4.1273 -9.6339 1.8627  0.126
H 3.8993 -3.7489 0.1965  0.039
H -3.5226 5.0273 -0.4001  0.120
H -0.3176 -1.6807 -0.2093  0.130
H -4.0438 3.6195 -2.7932  0.076
H 2.1890 -3.6938 -5.9360  0.067
H 1.3104 -1.2526 -0.7430  0.104
H -2.3802 -2.1480 -2.0586  0.115
H -0.1227 6.4343 -2.6561  0.124
H 0.9880 3.3220 1.2181  0.046
H 1.2755 -10.0214 4.0620  0.074
H -0.9093 -5.5054 -2.2997  0.083
H -3.1042 0.8760 -2.2076  0.077
H 1.2006 0.2165 -2.2206  0.064
H 6.2049 -3.4719 0.0479  0.137
H 0.4691 0.3402 3.1436  0.075
H -0.9401 0.7097 0.3389  0.039
H -2.2324 8.3921 0.4443  0.076
H 5.4029 -2.3790 -1.7039  0.075
H 1.8780 0.9848 -5.2327  0.134
H 1.5705 -8.1070 2.4431  0.126
H -2.1064 -0.1210 -4.0609  0.026
H 6.3794 -2.5798 2.3278  0.125
H 7.6590 0.2950 2.4078  0.086
H -3.0958 1.1781 9.7446  0.072
H 1.9632 1.7766 -1.6544  0.076
H -5.2258 0.0728 9.0828  0.069
H -0.9538 7.5020 1.2137  0.055
H -3.9391 0.0457 4.8447  0.084
H -2.0299 5.0588 1.8236  0.060
H 3.0474 -10.3708 3.8057  0.074
H -1.9338 -4.1679 -2.6846  0.065
H -0.9252 3.7410 -2.3725  0.072
H -6.2659 -3.6631 -2.1915  0.083
H 2.1940 -6.8442 0.5558  0.074
H -4.0300 -2.6972 -3.7420  0.117
H 3.4114 -6.8447 -0.8262  0.094
H -2.7900 -1.6251 9.0011  0.137
H -2.3179 -0.5938 4.6965  0.074
H -1.8104 -0.5638 7.1099  0.127
H 9.0546 -0.3295 1.4624  0.088
H -4.8249 -1.5124 9.7974  0.070
H 0.5395 -1.5895 -7.3690  0.067
H -1.0299 -1.0648 -3.3636  0.055
H 0.4725 -1.3845 2.8446  0.071
H -5.3737 4.5552 -2.2651  0.089
H -2.0047 3.7293 2.8007  0.089
H -1.5652 8.7736 -2.2086  0.074
H -1.1760 -4.7369 -5.8578  0.136
H -1.7510 -3.3160 -4.9179  0.096
H 1.0000 3.1817 -6.7071  0.082
H 3.6656 -2.6732 1.3434  0.065
H -3.8908 1.5724 0.5292  0.056
H -3.4069 -0.2867 -0.7970  0.075
H 5.5544 -1.0585 1.8492  0.130
H 1.6009 -3.5468 -0.8474  0.092
H -2.5172 3.7318 -1.0168  0.106
H 4.1269 -7.9806 2.5118  0.130
H 0.2000 5.3512 2.4681  0.096
H 8.3922 -1.1801 2.8845  0.086
H -0.2419 0.8528 -6.3996  0.128
H -3.7823 -1.6248 4.3400  0.089
H 2.4751 4.0746 1.0807  0.081
H -2.1242 -5.5746 -3.6644  0.092
H -1.0358 3.7209 1.2644  0.050
H 0.4363 7.5766 -0.4079  0.128
H -4.6327 -0.9479 -3.7670  0.133
H -5.5369 2.8096 -2.7313  0.088
H 0.4117 3.2497 -1.3155  0.063
H 3.9687 5.3331 1.8494  0.066
H 0.2404 -4.1609 0.0790  0.093
H 0.2467 3.6720 -5.2473  0.071
H -1.0990 -1.7399 -6.9899  0.070
H 4.0217 -1.7053 -0.8730  0.059
H 0.7965 7.8567 2.7327  0.055
H -1.0825 1.8453 -3.8831  0.064